244
Properties=species:S:1:pos:R:3:forces:R:3 method="wB97M-V/def2-TZVPD" multiplicity=4 total_charge=0 total_energy_ev=-140397.233 s_squared=3.752 lumo_energy_ev="0.43 / 0.40"
Ti 1.8869 -1.5586 2.0419 0.622 -0.261 0.040
O -0.6237 1.3053 -0.1868 -0.657 -0.562 -1.101
C 0.3672 0.4334 -0.0615 0.692 -1.913 0.496
O 1.2016 0.6007 0.8415 1.095 1.225 2.319
O 0.4331 -0.5879 -0.7330 -1.304 -1.171 -2.533
H -0.3631 1.9872 0.4367 -0.274 1.155 0.699
C 4.1162 -1.3717 -2.7718 0.289 -0.071 -0.072
C 3.8389 -2.4030 -1.6586 0.528 -0.338 -1.034
C 5.0584 -3.1379 -0.9943 -0.728 -0.578 -0.777
O 5.5732 -4.1272 -1.9192 -1.029 1.227 0.475
C 6.6598 -4.8983 -1.4937 0.138 0.220 -0.709
N 3.0747 -1.7559 -0.6261 0.754 0.055 1.337
H 4.5425 -1.8384 -3.6597 0.200 0.153 -0.016
H 4.7009 -0.5053 -2.4625 0.689 -0.250 0.277
H 3.1985 -0.8567 -3.0559 -0.473 -0.512 -0.125
H 3.2733 -3.1787 -2.1748 -0.196 -0.306 0.344
H 4.6677 -3.6302 -0.1038 -0.198 -0.222 0.075
H 5.8287 -2.4728 -0.6039 0.342 0.350 -0.409
H 6.8401 -5.5396 -2.3564 0.293 -0.245 0.221
H 6.4804 -5.5137 -0.6121 -0.203 0.058 0.206
H 7.5336 -4.2623 -1.3519 0.246 -0.025 0.247
H 3.6539 -0.9380 -0.5007 -0.342 0.654 0.791
H 2.1615 -1.4009 -0.8713 -0.318 0.074 -0.532
C 3.6297 3.0740 -0.5076 0.644 -0.982 -1.468
C 4.4261 2.2912 0.5532 -0.410 1.899 -0.284
C 5.7082 2.9906 1.0458 0.257 -1.200 0.073
O 6.7784 2.8058 0.1123 -1.360 1.073 -0.727
C 7.9632 3.4756 0.4692 0.005 -1.201 0.855
N 3.4348 2.1738 1.6196 0.651 -0.748 1.105
H 4.0584 2.9235 -1.4984 0.256 0.603 -0.167
H 3.4451 4.1282 -0.3007 0.498 0.061 0.207
H 2.6395 2.6307 -0.6126 -0.048 -0.223 0.178
H 4.7617 1.3242 0.1785 -0.374 -0.213 0.012
H 6.0620 2.4853 1.9444 -0.311 -0.161 0.521
H 5.4759 4.0097 1.3551 0.290 0.522 -0.474
H 8.2791 2.9905 1.3928 0.528 0.103 0.389
H 7.8603 4.5336 0.7103 -0.150 0.202 -0.528
H 8.7114 3.2299 -0.2844 -0.122 0.465 -0.072
H 2.8032 2.9602 1.5681 0.119 0.456 0.154
H 2.8131 1.4482 1.2925 -0.442 -0.488 0.123
C 2.9639 5.1116 -3.4853 0.139 -0.152 0.148
C 1.6712 5.8143 -3.8868 0.186 0.655 -0.715
C 1.4478 5.8052 -5.4204 0.871 1.065 0.056
O 2.6069 6.3301 -6.1263 -0.720 -1.017 1.183
C 2.4367 6.3108 -7.5071 0.252 -0.324 -0.405
N 0.5334 5.1980 -3.2631 -0.687 -0.880 0.724
H 2.9424 4.0648 -3.7884 -0.114 -0.073 -0.244
H 3.1073 5.0779 -2.4053 -0.280 0.258 0.094
H 3.8703 5.5554 -3.8970 -0.239 0.168 -0.208
H 1.6218 6.8266 -3.4858 0.645 0.345 -0.388
H 0.6095 6.4202 -5.7478 -0.348 0.443 0.453
H 1.0982 4.8031 -5.6685 0.815 -0.524 -0.484
H 3.3952 6.5468 -7.9693 -0.072 0.286 0.036
H 1.6624 7.0039 -7.8360 -0.094 0.201 -0.100
H 2.1786 5.3132 -7.8624 -0.208 -0.244 -0.060
H 0.5797 4.1990 -3.4044 0.068 -0.278 -0.120
H -0.3122 5.4687 -3.7445 -0.259 0.262 0.042
C -1.8093 2.3323 -4.0424 -0.173 0.644 -1.033
C -0.9743 1.0801 -3.9247 -0.004 0.718 2.265
C 0.4825 1.4761 -3.5934 0.650 1.142 -0.561
O 1.0690 2.4585 -4.5057 -0.598 -1.532 -1.053
C 1.4534 1.8688 -5.7517 0.873 0.788 0.015
N -1.5972 0.2698 -2.8131 0.985 -0.461 -1.041
H -2.8526 2.1261 -4.2815 0.012 -0.221 0.152
H -1.4379 2.9332 -4.8724 0.082 0.129 -0.090
H -1.7761 2.9835 -3.1690 0.088 -0.238 0.308
H -0.9739 0.5561 -4.8805 -0.252 -0.414 0.188
H 1.1584 0.6219 -3.5527 -0.058 -0.283 0.069
H 0.6255 2.0664 -2.6883 -0.741 -0.590 0.660
H 2.1349 1.0333 -5.5916 -0.093 -0.287 0.138
H 2.0386 2.6198 -6.2824 0.071 0.174 0.074
H 0.6847 1.5783 -6.4678 -0.609 -0.113 0.475
H -0.9642 -0.4673 -2.5373 0.342 -0.650 -0.370
H -1.6104 0.7144 -1.9063 -0.154 1.177 -0.230
C 2.4573 2.2178 7.4627 -1.078 -0.376 -1.144
C 2.8528 1.4888 6.1365 1.069 0.252 1.051
C 3.7728 2.4281 5.3086 -1.148 -1.400 -0.035
O 2.9462 3.4853 4.9328 0.040 1.046 -0.055
C 3.6282 4.5219 4.2897 -0.244 1.554 -0.135
N 3.5908 0.2587 6.4076 0.474 -0.117 0.408
H 1.7627 1.6045 8.0367 -0.144 -0.145 -0.084
H 1.9115 3.1067 7.1463 0.099 0.263 0.435
H 3.2570 2.4612 8.1622 0.411 0.075 -0.483
H 1.9919 1.1571 5.5561 -0.263 0.565 0.011
H 4.1221 1.9721 4.3822 0.252 -0.295 0.147
H 4.6313 2.6835 5.9298 0.153 0.516 0.121
H 4.1333 4.2795 3.3547 0.002 -0.572 0.022
H 4.3168 5.0846 4.9201 0.534 -0.556 0.475
H 2.9258 5.3270 4.0737 -0.519 -0.283 -0.284
H 3.0401 -0.3472 6.9990 -0.518 -0.299 -0.183
H 4.3185 0.5178 7.0582 0.672 0.020 -0.006
C 6.0063 -0.2529 3.9826 0.673 -0.101 0.022
C 4.9760 -1.0025 3.0827 -1.030 0.706 2.738
C 4.7404 -2.5161 3.5147 0.903 0.407 -2.029
O 3.8466 -3.0806 2.5229 -0.135 -0.358 0.188
C 3.4700 -4.4936 2.6427 -0.260 1.551 1.150
N 3.6996 -0.2609 3.3099 -0.703 -1.159 -1.076
H 5.7807 -0.2173 5.0484 -0.208 -1.265 0.158
H 6.0008 0.8346 3.9098 -0.194 0.171 -1.297
H 7.0438 -0.5469 3.8236 0.052 -0.242 0.127
H 5.2705 -0.9624 2.0340 -0.163 -0.139 -0.004
H 4.4601 -2.7217 4.5478 -0.524 0.515 0.022
H 5.6963 -3.0135 3.3505 0.330 -0.168 0.189
H 2.6029 -4.4689 3.3027 -0.450 -0.290 -0.297
H 4.1622 -5.1193 3.2062 0.737 0.147 -0.471
H 3.2193 -4.8783 1.6542 0.194 0.134 0.149
H 3.6156 -0.0436 4.2927 0.009 -0.600 0.376
H 3.6670 0.6467 2.8680 0.407 0.192 -0.511
C -0.6651 3.5101 4.9049 -0.332 -0.833 -0.721
C -0.5801 2.8681 3.5065 0.347 1.386 -0.728
C -0.0323 3.8832 2.4247 -1.517 0.078 0.482
O -0.0300 3.3328 1.1222 0.276 0.899 -0.446
C 0.2750 4.2952 0.0883 -0.287 -0.347 -0.356
N 0.2534 1.7023 3.5783 0.724 0.654 -0.076
H -1.0469 2.7028 5.5298 -0.175 0.182 0.300
H -1.3349 4.3688 4.9515 0.155 0.017 0.034
H 0.3366 3.7297 5.2745 0.023 0.300 -0.106
H -1.5345 2.4918 3.1381 -0.411 0.598 0.077
H 0.9618 4.3052 2.5721 0.163 -0.083 0.755
H -0.7731 4.6827 2.4134 0.083 0.551 0.118
H 1.0938 4.9729 0.3301 0.300 -0.330 0.284
H -0.5478 4.9479 -0.2035 -0.509 -0.086 0.500
H 0.4908 3.7410 -0.8251 0.281 -0.068 0.228
H 0.4232 1.5093 2.6015 0.410 -0.827 -0.582
H 1.1255 2.1316 3.8525 0.883 -0.450 0.386
C -0.9606 -0.9920 5.7024 0.588 -0.753 0.912
C 0.0899 -1.7082 4.8037 -0.505 1.749 0.710
C -0.0595 -3.1975 4.7221 -0.726 -0.631 1.314
O -0.3666 -3.6781 6.0545 0.888 -0.627 -0.433
C -0.8366 -5.0250 6.1025 -0.305 0.601 -0.451
N -0.0332 -1.1503 3.4810 0.426 -0.375 -1.556
H -1.9697 -1.1963 5.3445 0.056 0.162 0.006
H -0.7601 0.0752 5.7978 -0.024 0.148 -0.699
H -0.9011 -1.3109 6.7430 -0.064 -0.455 0.008
H 1.0889 -1.3982 5.1102 0.213 -0.443 0.440
H 0.8288 -3.6584 4.2902 0.269 -0.085 0.147
H -0.8848 -3.4661 4.0627 -0.341 0.145 -0.180
H -0.3761 -5.7156 5.3960 0.439 0.190 -0.248
H -1.8931 -4.9818 5.8378 -0.312 -0.337 0.162
H -0.6990 -5.4627 7.0913 -0.047 0.402 0.091
H 0.1786 -0.1627 3.4874 0.092 0.190 0.554
H -1.0207 -1.1572 3.2690 -0.155 -0.419 -0.365
C -7.6319 1.7580 1.4830 0.480 1.251 0.934
C -7.2076 3.1251 2.1726 -0.954 -1.343 -0.276
C -6.0546 3.8919 1.5281 0.278 -0.820 1.427
O -4.9328 3.0330 1.6200 0.432 0.177 -1.139
C -3.7565 3.6346 1.0946 -0.161 -0.306 0.246
N -8.3151 4.0409 2.1780 -0.344 0.809 -0.205
H -6.8013 1.0825 1.6878 -0.117 -0.382 -1.030
H -8.0232 1.9363 0.4814 0.978 -0.181 -0.592
H -8.5341 1.3254 1.9153 0.104 0.186 0.831
H -6.9148 2.8457 3.1847 0.086 0.294 0.136
H -5.8252 4.7675 2.1354 -0.331 0.308 0.135
H -6.2900 4.2581 0.5288 0.172 -0.182 -0.009
H -3.0388 2.8354 0.9092 0.071 0.076 -0.022
H -3.3382 4.3560 1.7965 0.100 0.083 0.270
H -3.9399 4.1803 0.1691 -0.143 -0.110 -0.226
H -8.5064 4.1349 1.1907 -0.551 0.564 -0.228
H -9.1640 3.6651 2.5758 0.064 -0.247 0.214
C -4.0778 -4.2721 1.2374 0.343 0.297 -0.162
C -3.4195 -3.4473 2.3479 0.959 0.803 0.281
C -3.2803 -1.9054 2.0749 -1.536 -0.284 0.550
O -3.0287 -1.1911 3.2973 0.260 0.455 -0.448
C -2.8512 0.2214 3.0430 0.025 -0.992 -0.935
N -4.1454 -3.6706 3.5980 -0.628 0.852 0.088
H -4.2150 -5.2648 1.6661 -0.489 0.002 -0.144
H -3.5244 -4.4208 0.3101 0.634 0.247 0.168
H -4.9863 -3.8040 0.8585 -0.295 -0.188 0.586
H -2.3762 -3.7199 2.5073 0.318 -0.593 -0.327
H -4.2285 -1.5260 1.6939 -0.285 -0.004 -0.244
H -2.5321 -1.6460 1.3259 0.370 -0.307 -0.109
H -2.6533 0.7503 3.9753 -0.362 -0.159 -0.115
H -3.6461 0.6053 2.4037 -0.771 0.216 0.683
H -2.0200 0.3667 2.3530 0.725 -0.061 0.140
H -3.9315 -2.9290 4.2494 -0.020 0.098 0.088
H -3.9806 -4.5412 4.0828 0.264 -0.208 -0.464
C 1.0666 -4.6678 -0.9051 0.430 0.089 0.079
C 0.1109 -4.3425 0.2198 -0.207 -1.018 1.741
C 0.1160 -5.4221 1.4475 -0.041 -0.024 -1.637
O -0.2475 -6.7597 1.0491 -0.751 0.677 -0.507
C -1.6417 -6.8718 0.6919 0.323 0.079 0.686
N 0.3217 -3.0208 0.8139 0.210 0.388 -0.124
H 1.0466 -3.8800 -1.6581 -0.519 0.009 -0.248
H 0.7646 -5.6207 -1.3398 0.204 0.025 -0.136
H 2.1283 -4.6771 -0.6585 0.048 -0.362 0.562
H -0.8646 -4.3154 -0.2656 -0.344 -0.401 0.210
H -0.5010 -5.1318 2.2978 -0.512 0.478 -0.207
H 1.1108 -5.4962 1.8868 0.132 0.004 -0.450
H -1.9904 -6.1959 -0.0889 0.464 -0.019 -0.345
H -2.2774 -6.6270 1.5429 0.043 0.019 0.393
H -1.8733 -7.9023 0.4227 0.372 0.050 -0.113
H -0.5826 -2.6510 1.0700 -0.319 -0.179 0.654
H 0.5146 -2.3764 0.0604 0.365 0.269 -0.527
C 1.3232 -2.2369 -6.5438 0.136 0.882 0.171
C 1.5007 -3.7345 -6.3924 1.669 1.704 1.232
C 2.2186 -4.0738 -5.0526 -0.490 0.220 -1.166
O 2.6643 -5.3760 -5.2047 0.009 -1.366 -0.780
C 3.3484 -5.9668 -4.1344 -0.015 0.627 0.227
N 0.1978 -4.2773 -6.5545 -0.790 -1.432 -0.120
H 0.7519 -1.7363 -5.7620 -0.465 -0.503 0.248
H 0.7826 -2.0758 -7.4765 0.166 0.343 -0.101
H 2.2502 -1.6640 -6.5190 0.325 -0.242 -0.490
H 2.2538 -4.0052 -7.1325 -0.076 -0.467 -0.406
H 1.5383 -3.9273 -4.2137 -0.121 -0.089 0.341
H 3.1135 -3.4612 -4.9423 -0.091 0.644 0.105
H 2.6330 -6.0453 -3.3157 0.195 -0.620 0.376
H 4.1850 -5.3642 -3.7807 0.104 0.411 0.035
H 3.7974 -6.8980 -4.4796 -0.523 -0.180 0.137
H -0.0778 -4.1730 -7.5206 -0.217 0.473 -0.193
H 0.2032 -5.2841 -6.4752 0.166 -0.345 0.474
C -3.1477 -3.0849 -3.5240 -0.387 0.446 0.660
C -4.3107 -2.0779 -3.4559 0.043 0.781 -0.210
C -4.7745 -1.5445 -2.0688 0.406 -1.742 0.954
O -5.3188 -2.5675 -1.1949 -0.322 0.622 -0.128
C -6.4400 -3.2408 -1.7387 0.724 -1.057 0.182
N -3.8805 -0.9043 -4.2136 -0.410 0.083 -0.596
H -3.0019 -3.3603 -4.5685 0.036 0.013 0.056
H -3.3045 -3.9846 -2.9291 -0.106 -0.012 0.035
H -2.2480 -2.5828 -3.1682 0.179 -0.114 0.044
H -5.1162 -2.5338 -4.0318 -0.475 0.025 0.316
H -5.4551 -0.6963 -1.9953 -0.381 -0.047 -1.133
H -3.9068 -1.1613 -1.5318 0.380 -0.204 -0.045
H -6.9471 -3.8047 -0.9557 0.014 0.339 0.370
H -6.0406 -4.0261 -2.3805 -0.307 -0.015 -0.602
H -7.1906 -2.6511 -2.2650 0.230 0.436 -0.052
H -4.4935 -0.1445 -3.9545 -0.374 0.182 -0.407
H -2.9854 -0.5875 -3.8693 0.289 -0.105 0.267
C -4.8099 2.0510 -2.0637 0.789 -0.818 -1.118
C -5.9928 2.7649 -2.7154 -0.209 -0.991 2.161
C -7.1237 1.7221 -2.9484 0.128 1.381 -0.305
O -6.6557 0.8103 -3.8855 0.375 -0.636 -0.270
C -7.5585 -0.1697 -4.3396 0.212 -0.058 -0.914
N -6.4351 3.7812 -1.7616 -0.993 0.639 -0.889
H -5.0623 1.4456 -1.1931 -0.553 0.080 0.057
H -3.9855 2.6769 -1.7219 -0.110 0.443 -0.294
H -4.3946 1.3617 -2.7989 0.299 -0.075 0.217
H -5.7539 3.2591 -3.6570 0.103 -0.188 -0.023
H -7.9840 2.2804 -3.3177 -0.339 0.025 -0.201
H -7.4457 1.2118 -2.0406 0.201 -0.011 0.462
H -8.1305 -0.6983 -3.5770 0.110 0.168 0.387
H -6.9730 -0.8887 -4.9126 0.173 -0.150 0.281
H -8.2442 0.2327 -5.0851 -0.371 0.354 0.149
H -6.7038 3.3932 -0.8687 0.251 -0.279 -0.254
H -5.6762 4.4358 -1.6367 -0.075 0.080 0.272